# 1
119
Properties=species:S:1:pos:R:3:mulliken_charge:R:1 method="wB97M-V/def2-TZVPD" molar_mass_g_mol=1061.510 charge=-1 largest_force_ha_per_bohr=0.035 orbital_gap_ha=0.2604
Hf 0.10 0.27 0.15 0.846
C 3.86 -2.18 2.82 -1.409
C 2.69 -2.62 1.93 3.289
C 3.04 -3.97 1.28 -1.753
C 1.40 -2.66 2.73 0.263
C 1.09 -3.84 3.41 -1.189
C -0.03 -3.93 4.21 -1.373
C -0.79 -2.80 4.43 -1.304
C -0.51 -1.59 3.79 0.644
C -1.27 -0.39 4.38 0.582
C -0.31 0.36 5.33 -1.311
C -1.98 0.58 3.45 -0.786
C 0.54 -1.54 2.85 -0.144
N 0.74 -0.39 2.01 1.907
C 1.75 0.54 2.32 -0.186
C 1.73 1.79 1.82 -1.034
N 0.73 2.25 0.94 1.015
C 0.26 3.58 1.10 -0.708
C -0.06 4.37 -0.04 0.371
C -0.61 5.63 0.10 -0.739
C -0.79 6.23 1.33 -1.438
C -0.41 5.51 2.44 -0.521
C 0.08 4.20 2.37 1.170
C 0.33 3.56 3.74 2.800
C 1.61 4.10 4.37 -1.699
C -0.85 3.78 4.70 -1.703
C 0.32 4.00 -1.47 0.026
C 1.83 3.82 -1.59 -1.254
C -0.52 2.86 -2.06 -1.699
H 4.79 -2.16 2.24 0.360
H 3.99 -2.89 3.65 0.378
H 3.70 -1.19 3.25 0.386
H 2.56 -1.89 1.14 -1.506
H 3.41 -4.68 2.03 0.478
H 3.83 -3.83 0.54 0.236
H 2.18 -4.40 0.78 0.361
H 1.72 -4.71 3.28 0.275
H -0.28 -4.87 4.70 0.372
H -1.62 -2.84 5.12 0.378
H -2.05 -0.84 5.00 0.643
H 0.48 0.84 4.76 0.037
H 0.15 -0.33 6.04 0.407
H -0.86 1.12 5.89 0.364
H -1.30 1.12 2.80 -0.517
H -2.53 1.31 4.04 0.528
H -2.72 0.07 2.82 0.228
H 2.54 0.24 2.99 -0.163
H 2.53 2.47 2.08 0.592
H -0.85 6.20 -0.80 0.361
H -1.20 7.23 1.42 0.372
H -0.52 5.97 3.42 0.283
H 0.44 2.49 3.61 -1.470
H 1.57 5.19 4.45 0.364
H 2.50 3.85 3.78 0.297
H 1.75 3.69 5.38 0.436
H -0.87 4.81 5.08 0.590
H -0.75 3.12 5.56 0.238
H -1.80 3.58 4.21 0.283
H 0.08 4.88 -2.07 0.743
H 2.13 3.68 -2.63 0.326
H 2.18 2.97 -1.01 0.043
H 2.33 4.72 -1.21 0.403
H -0.51 1.99 -1.40 -0.076
H -0.16 2.56 -3.04 0.448
H -1.57 3.18 -2.13 0.625
O -4.05 1.61 0.64 -0.677
C -3.16 1.18 -0.05 -0.076
O -1.92 1.00 0.34 -0.152
C -3.36 0.79 -1.52 -1.251
P -2.13 -0.57 -1.72 1.665
C -3.18 -1.84 -0.86 0.675
C -4.04 -2.67 -1.57 -0.787
C -4.81 -3.63 -0.92 -0.798
C -4.73 -3.77 0.46 -0.722
C -3.92 -2.92 1.19 -0.646
C -3.15 -1.97 0.54 0.295
C -2.25 -1.12 -3.46 -0.082
C -1.71 -2.36 -3.80 -0.071
C -1.69 -2.78 -5.13 -0.693
C -2.20 -1.96 -6.13 -0.538
C -2.70 -0.70 -5.80 -0.654
C -2.71 -0.28 -4.47 -0.731
H -3.11 1.65 -2.14 0.536
H -4.38 0.49 -1.72 0.605
H -4.12 -2.57 -2.64 0.394
H -5.45 -4.28 -1.50 0.416
H -5.31 -4.54 0.96 0.370
H -3.85 -3.01 2.27 0.492
H -2.52 -1.32 1.13 -0.266
H -1.30 -3.00 -3.02 0.372
H -1.27 -3.75 -5.38 0.414
H -2.20 -2.29 -7.16 0.364
H -3.07 -0.05 -6.57 0.388
H -3.09 0.71 -4.23 0.299
Br 0.13 -2.49 -0.47 -0.505
C 5.04 -3.31 -2.59 -0.635
C 4.05 -3.16 -3.56 -0.571
C 3.02 -2.24 -3.37 -0.778
C 2.94 -1.47 -2.21 0.977
C 3.93 -1.65 -1.25 -0.445
C 4.97 -2.55 -1.43 -0.640
Si 1.64 -0.07 -2.09 0.161
C 2.62 1.15 -3.20 0.585
C 2.13 1.58 -4.44 -0.004
C 2.86 2.44 -5.26 -0.654
C 4.11 2.89 -4.85 -0.556
C 4.63 2.47 -3.63 -0.691
C 3.89 1.61 -2.83 -0.078
H 5.84 -4.02 -2.74 0.350
H 4.09 -3.75 -4.47 0.402
H 2.26 -2.13 -4.14 0.305
H 3.90 -1.06 -0.33 0.310
H 5.73 -2.67 -0.66 0.453
H 0.65 -0.54 -3.12 -0.653
H 1.15 1.23 -4.77 0.309
H 2.45 2.76 -6.21 0.395
H 4.68 3.56 -5.49 0.362
H 5.60 2.81 -3.31 0.390
H 4.32 1.28 -1.88 0.303

# 2
122
Properties=species:S:1:pos:R:3:mulliken_charge:R:1 method="wB97M-V/def2-TZVPD" molar_mass_g_mol=1104.019 smiles="CCCCCCCCCCc1cc(CCCSC(=S)N(c2ccccc2)c2ccccc2)c([C@H](I)[C@H](C)I)c2c1C(=O)NC2=O.c1ccncc1.c1ccncc1.c1ccncc1" largest_force_ha_per_bohr=0.167 orbital_gap_ha=0.2686
C 1.64 -5.28 0.54 -0.788
C 2.87 -4.94 -0.50 -0.513
C 4.12 -4.14 0.20 -0.329
C 3.65 -2.64 0.78 -0.185
C 4.56 -2.20 2.08 -0.283
C 3.72 -1.28 3.19 -0.842
C 3.58 0.23 2.50 0.078
C 3.56 1.45 3.59 -0.542
C 2.18 2.33 3.63 -0.624
C 2.27 3.74 2.73 -0.638
C 1.87 3.32 1.20 0.365
C 0.32 3.35 0.58 -0.736
C -0.01 2.86 -0.99 0.201
C -1.60 2.92 -1.47 -1.106
C -2.48 1.62 -1.00 -0.386
C -3.72 2.01 0.05 -0.650
S -5.17 0.82 -0.04 0.029
C -6.81 1.67 0.32 0.065
S -6.86 3.39 0.14 -0.226
N -8.10 1.00 0.73 0.255
C -9.01 0.71 -0.44 0.235
C -8.72 -0.32 -1.69 -0.065
C -9.90 -0.49 -2.86 -0.453
C -11.34 0.33 -2.83 -0.333
C -11.65 1.33 -1.57 -0.370
C -10.49 1.50 -0.42 -0.259
C -7.91 -0.18 1.64 0.105
C -7.29 -1.65 1.24 0.178
C -7.16 -2.85 2.39 -0.456
C -7.69 -2.65 3.95 -0.408
C -8.33 -1.18 4.36 -0.370
C -8.42 0.01 3.22 -0.384
C 1.22 2.34 -2.00 0.526
C 0.95 1.80 -3.53 -0.924
I 1.89 -0.18 -3.93 0.076
C 1.27 2.89 -4.71 -0.097
C 2.31 2.32 -5.88 -1.179
I 2.03 4.82 -4.01 0.196
C 2.73 2.35 -1.37 0.465
C 3.05 2.83 0.17 0.042
C 4.67 2.69 0.32 0.058
O 5.57 3.31 1.09 -0.597
N 4.95 1.55 -0.68 -0.067
C 4.19 1.93 -1.98 -0.051
O 4.69 1.92 -3.22 -0.553
H 1.02 -4.26 0.64 0.167
H 2.01 -5.62 1.61 0.228
H 0.90 -6.06 0.05 0.296
H 3.29 -5.99 -0.88 0.314
H 2.47 -4.38 -1.46 0.207
H 4.98 -4.04 -0.61 0.268
H 4.56 -4.83 1.04 0.172
H 2.51 -2.61 1.07 0.171
H 3.77 -1.89 -0.13 0.024
H 5.03 -3.14 2.64 0.229
H 5.50 -1.62 1.64 0.152
H 2.68 -1.77 3.43 0.224
H 4.36 -1.19 4.16 0.364
H 2.62 0.24 1.82 0.193
H 4.56 0.33 1.82 -0.120
H 3.90 1.03 4.64 0.389
H 4.43 2.20 3.26 0.210
H 1.84 2.52 4.73 0.311
H 1.32 1.66 3.13 0.319
H 3.35 4.22 2.81 0.353
H 1.46 4.46 3.17 0.334
H -0.58 3.73 1.25 0.237
H -2.07 3.87 -0.93 0.457
H -1.63 3.15 -2.62 0.344
H -1.81 0.79 -0.51 0.359
H -3.04 1.23 -1.98 0.317
H -3.99 3.14 -0.10 0.402
H -3.25 1.91 1.13 0.222
H -7.71 -0.90 -1.70 0.165
H -9.69 -1.22 -3.77 0.245
H -12.17 0.21 -3.68 0.275
H -12.67 1.92 -1.49 0.282
H -10.74 2.24 0.48 0.256
H -6.92 -1.84 0.14 0.078
H -6.69 -3.91 2.13 0.248
H -7.63 -3.50 4.77 0.281
H -8.71 -0.93 5.44 0.282
H -8.90 1.03 3.56 0.289
H -0.22 1.58 -3.60 0.411
H 0.26 3.12 -5.29 0.375
H 2.47 3.25 -6.62 0.359
H 1.80 1.46 -6.52 0.356
H 3.37 2.04 -5.47 0.289
H 5.98 1.41 -0.79 0.323
C 9.36 -5.91 1.53 -0.152
C 8.64 -6.70 2.42 -0.428
C 7.57 -6.13 3.08 -0.214
N 7.17 -4.85 2.91 -0.361
C 7.89 -4.11 2.04 0.064
C 8.98 -4.59 1.33 -0.617
H 10.21 -6.32 0.99 0.363
H 8.92 -7.73 2.60 0.352
H 6.97 -6.71 3.78 0.363
H 7.55 -3.08 1.92 0.273
H 9.51 -3.94 0.64 0.360
C -4.39 -6.03 3.44 -0.110
C -3.72 -7.15 2.96 -0.496
C -2.40 -7.00 2.56 -0.185
N -1.73 -5.82 2.60 -0.364
C -2.41 -4.76 3.07 -0.249
C -3.73 -4.81 3.50 -0.396
H -5.42 -6.11 3.77 0.392
H -4.21 -8.11 2.91 0.354
H -1.83 -7.84 2.18 0.335
H -1.85 -3.82 3.09 0.362
H -4.23 -3.92 3.87 0.352
C 4.56 8.37 -6.51 -0.461
C 3.84 7.58 -5.61 -0.062
C 2.77 8.15 -4.95 -0.025
N 2.37 9.43 -5.12 -0.539
C 3.09 10.17 -5.99 -0.252
C 4.18 9.69 -6.70 -0.283
H 5.41 7.96 -7.04 0.367
H 4.12 6.55 -5.44 0.196
H 2.17 7.57 -4.25 0.240
H 2.75 11.20 -6.11 0.351
H 4.71 10.34 -7.39 0.355